(1)
{"formula": "C3H8N2O", "method": "wB97M-V/def2-TZVPD", "symbols": ["C", "C", "O", "H", "H", "H", "H", "N", "C", "N", "H", "H", "H", "H"], "positions_angstrom": [[2.2992, -1.2019, 0.6199], [2.2946, 0.2379, 0.8408], [1.5607, 1.0088, -0.0175], [1.7401, -1.3915, -0.3251], [2.2747, -1.8829, 1.4014], [2.4278, 0.5423, 1.9000], [0.7120, 0.5516, -0.0467], [-2.4714, -0.6094, 0.4361], [-2.1153, -0.0713, -0.7873], [-1.1219, 0.7524, -1.1798], [-2.4653, -1.6511, 0.5360], [-2.4922, -0.0923, 1.3142], [-2.6559, -0.2902, -1.7209], [-1.7449, 1.3546, -1.7548]], "mulliken_charge": [-0.781, 0.069, -0.455, 0.299, 0.289, 0.291, 0.304, -0.377, -0.107, -0.535, 0.229, 0.237, 0.282, 0.255], "molar_mass_g_mol": 88.11, "e_above_lowest_kj_mol": 474.79, "total_charge": 0, "total_energy_ev": -8264.40516, "smiles": "[H]/N=C/N.C=CO", "lumo_energy_ev": 0.6}

(2)
{"formula": "C3H8N2O2", "method": "wB97M-V/def2-TZVPD", "symbols": ["C", "C", "N", "C", "N", "H", "H", "H", "H", "H", "H", "O", "H", "H", "O"], "positions_angstrom": [[2.3712, 0.0309, -2.0286], [1.0811, 0.0980, -2.3315], [0.3729, 0.0282, -1.0839], [1.2657, -0.0054, -0.0915], [2.5356, -0.2560, -0.6546], [3.0968, 0.4258, -2.7854], [0.5500, 0.2904, -3.2551], [-0.5688, 0.2557, -0.9913], [1.1319, 0.3206, 0.9229], [-2.5002, -0.3567, 1.0916], [-1.8550, 0.5605, 1.8173], [-2.0250, 0.4345, 0.8977], [-3.0087, -0.5888, 4.4057], [-3.7364, -1.0654, 3.1541], [-3.1972, -0.3081, 3.4172]], "mulliken_charge": [-0.251, -0.293, -0.023, -0.049, -0.608, 0.276, 0.369, 0.217, 0.359, 0.293, 0.320, -0.608, 0.332, 0.319, -0.653], "molar_mass_g_mol": 104.11, "e_above_lowest_kj_mol": 238.91, "total_charge": 0, "total_energy_ev": -10314.47617, "smiles": "c1c[nH]cn1.O.O", "lumo_energy_ev": 0.1}

(3)
{"formula": "C3H8N2O2", "method": "wB97M-V/def2-TZVPD", "symbols": ["N", "C", "O", "N", "C", "C", "O", "H", "H", "H", "H", "H", "H", "H", "H"], "positions_angstrom": [[0.0951, -1.6816, 2.2089], [0.2079, -0.7787, 1.1580], [0.9321, 0.2146, 1.4057], [-0.3860, -0.9675, -0.0380], [-0.5613, 0.3540, -1.5186], [0.1689, 1.6621, -1.3143], [1.3379, 1.1035, -0.8107], [0.4220, -1.2804, 3.0836], [-0.7200, -2.2632, 2.3061], [-0.9014, -1.8548, -0.0791], [-1.6125, 0.2803, -1.3439], [-0.1468, -0.1763, -2.3786], [-0.3559, 2.3694, -0.6440], [0.3586, 2.2582, -2.2517], [1.1614, 0.7606, 0.2167]], "mulliken_charge": [-0.493, 0.645, -0.664, -0.440, -0.215, -0.293, -0.645, 0.244, 0.230, 0.161, 0.337, 0.230, 0.232, 0.259, 0.410], "molar_mass_g_mol": 104.11, "e_above_lowest_kj_mol": 296.27, "total_charge": 0, "total_energy_ev": -10313.88162, "lumo_energy_ev": 0.5}